{
  "formula": "C51H84AsGeN8O7S6Si4Ti",
  "method": "ωB97M-V with the def2-TZVPD basis set",
  "species": ["Ti", "N", "C", "N", "C", "N", "C", "C", "N", "C", "C", "N", "H", "H", "H", "H", "H", "C", "C", "C", "N", "N", "C", "N", "S", "H", "H", "H", "H", "H", "H", "H", "C", "O", "C", "S", "S", "H", "H", "H", "C", "C", "C", "C", "O", "Si", "S", "O", "C", "C", "C", "C", "O", "C", "C", "C", "C", "H", "H", "H", "H", "H", "H", "H", "H", "H", "H", "H", "H", "H", "H", "H", "H", "H", "H", "H", "H", "H", "H", "H", "H", "H", "H", "H", "C", "C", "C", "C", "C", "C", "Ge", "C", "C", "C", "C", "C", "C", "C", "C", "C", "C", "C", "C", "H", "H", "H", "H", "H", "H", "H", "H", "H", "H", "H", "H", "H", "H", "H", "C", "Si", "C", "C", "As", "Si", "C", "C", "C", "Si", "C", "C", "C", "H", "H", "H", "H", "H", "H", "H", "H", "H", "H", "H", "H", "H", "H", "H", "H", "H", "H", "H", "H", "H", "H", "H", "H", "H", "H", "H", "O", "S", "O", "O", "S"],
  "coordinates": [[-0.571141, -0.951058, -0.096346], [-1.910647, -2.332796, 3.725173], [-1.834660, -1.233955, 2.966668], [-0.938838, -1.423996, 2.031248], [-0.544737, -2.725263, 2.213949], [-1.097867, -3.306671, 3.248651], [0.362811, -3.379630, 1.245253], [0.968344, -4.588751, 1.501829], [1.765332, -5.182204, 0.604398], [1.891210, -4.570346, -0.563690], [1.264846, -3.352657, -0.846668], [0.551948, -2.737410, 0.082789], [-2.552596, -2.528231, 4.473178], [-2.409933, -0.340148, 3.117360], [0.809996, -5.079219, 2.453635], [2.524063, -5.029986, -1.312487], [1.345418, -2.859932, -1.808225], [3.971834, -1.086590, 4.509676], [3.623545, -1.561897, 3.100778], [2.858022, -0.550492, 2.311422], [1.772045, -0.826400, 1.688831], [1.236819, 0.226611, 0.964403], [1.980275, 1.305543, 1.079545], [1.709798, 2.547196, 0.620130], [3.375860, 1.078611, 2.088882], [4.567787, -1.836577, 5.029578], [3.067113, -0.899853, 5.089483], [4.548518, -0.160527, 4.483056], [3.008719, -2.462629, 3.135689], [4.537999, -1.812429, 2.554718], [0.957810, 2.592236, -0.072013], [2.525174, 3.058302, 0.299115], [-0.766045, 2.038853, -5.532850], [-0.377347, 1.821023, -4.187412], [-1.005126, 2.455427, -3.187267], [-2.320125, 3.459987, -3.452818], [-0.285823, 2.056877, -1.694296], [-1.704477, 1.522571, -5.743847], [0.044215, 1.617183, -6.126366], [-0.898982, 3.103345, -5.730447], [-5.225887, -2.620229, -4.371324], [-3.787636, -2.393962, -4.823956], [-3.420787, -0.923784, -4.659970], [-3.605721, -2.816958, -6.278715], [-2.971878, -3.267194, -4.047709], [-1.645780, -3.249013, -3.080548], [-0.943486, -1.369130, -2.537051], [-0.336100, -3.788606, -3.987124], [-0.035736, -4.956828, -4.719014], [0.493367, -4.503144, -6.073694], [1.047764, -5.701945, -3.942966], [-1.249776, -5.861215, -4.917514], [-1.843994, -4.488280, -2.014638], [-2.775591, -5.402099, -1.463286], [-3.853103, -5.777078, -2.479138], [-1.951721, -6.631847, -1.078760], [-3.452047, -4.849481, -0.214931], [-5.903483, -1.954319, -4.910627], [-5.301115, -2.411440, -3.305184], [-5.526164, -3.655221, -4.558134], [-4.064541, -0.319111, -5.303034], [-2.378183, -0.747957, -4.928588], [-3.550522, -0.602534, -3.627679], [-4.278126, -2.254854, -6.929824], [-3.815838, -3.882956, -6.389556], [-2.577661, -2.631054, -6.594254], [1.341145, -3.833181, -5.936117], [-0.288199, -3.960987, -6.609680], [0.806581, -5.358811, -6.677337], [1.952170, -5.092979, -3.889014], [1.290164, -6.657881, -4.414474], [0.695885, -5.885065, -2.926154], [-2.092481, -5.284418, -5.299087], [-1.548264, -6.306728, -3.970783], [-1.010722, -6.660419, -5.623191], [-3.433035, -6.277005, -3.351766], [-4.368052, -4.879100, -2.818233], [-4.577157, -6.443892, -2.005561], [-1.435391, -7.038228, -1.949600], [-2.592428, -7.408638, -0.655616], [-1.201817, -6.351857, -0.336818], [-4.088637, -4.001267, -0.460469], [-2.713554, -4.512349, 0.509813], [-4.065990, -5.633821, 0.236741], [2.496967, -0.158991, -7.173335], [1.630260, -1.005859, -6.495954], [1.571547, -0.992908, -5.106133], [2.378369, -0.135709, -4.349432], [3.248548, 0.700312, -5.054487], [3.311145, 0.695571, -6.443170], [2.251429, -0.183740, -2.338029], [3.884924, -1.480026, -2.121278], [4.225765, -1.916168, -0.835370], [5.353352, -2.686679, -0.570976], [6.184583, -3.074566, -1.611854], [5.857389, -2.692412, -2.907661], [4.730828, -1.915521, -3.150152], [3.379835, 1.471442, -1.916214], [4.495372, 1.487584, -1.077108], [5.158370, 2.666544, -0.740913], [4.724913, 3.882737, -1.249939], [3.626907, 3.897909, -2.106293], [2.973330, 2.716380, -2.424441], [2.533502, -0.162149, -8.257257], [0.988461, -1.676550, -7.055787], [0.867621, -1.643798, -4.597620], [3.899104, 1.375676, -4.510668], [3.995609, 1.363994, -6.955174], [3.572567, -1.648030, -0.007373], [5.583233, -2.989476, 0.445857], [7.069217, -3.670168, -1.418180], [6.490677, -2.997668, -3.734152], [4.507192, -1.633999, -4.173320], [4.864415, 0.557571, -0.659998], [6.021585, 2.630838, -0.084401], [5.238139, 4.802756, -0.994433], [3.278396, 4.835627, -2.524712], [2.107052, 2.756768, -3.075000], [-4.009164, 4.124525, 4.119492], [-3.406781, 2.489061, 3.405305], [-4.784878, 1.891241, 2.307755], [-3.401672, 1.294722, 4.886691], [-1.287456, 2.490982, 2.343185], [-1.532863, 4.662012, 1.393920], [-0.075472, 5.189493, 0.352631], [-1.709116, 6.074721, 2.644804], [-3.039977, 4.614713, 0.293060], [-0.101510, 3.073884, 4.279065], [0.574111, 1.408262, 4.874506], [-0.918311, 3.806188, 5.808299], [1.394409, 4.154283, 3.906994], [-4.812444, 3.906165, 4.827952], [-4.413003, 4.765835, 3.335021], [-3.236200, 4.685411, 4.638709], [-5.726778, 1.956147, 2.861135], [-4.624705, 0.855155, 1.999406], [-4.868354, 2.478458, 1.392956], [-4.050392, 1.695597, 5.668661], [-2.419321, 1.121173, 5.327142], [-3.810035, 0.328357, 4.583230], [0.864036, 5.208345, 0.907949], [-0.292254, 6.202450, 0.002788], [0.041969, 4.543787, -0.519226], [-1.197000, 5.873147, 3.586794], [-2.749989, 6.291734, 2.880624], [-1.261488, 6.971157, 2.210916], [-3.173092, 3.614778, -0.127686], [-2.909362, 5.284308, -0.558866], [-3.952625, 4.886749, 0.829134], [-0.157604, 0.877669, 5.489359], [1.485376, 1.537884, 5.465132], [0.808674, 0.759161, 4.026094], [-1.833988, 3.282438, 6.081287], [-1.172182, 4.859513, 5.681926], [-0.212167, 3.720286, 6.638324], [2.276616, 3.757652, 4.413167], [1.234642, 5.182878, 4.235820], [1.608283, 4.176887, 2.836786], [-2.158335, -2.189805, -0.053318], [-3.426044, -1.332022, -0.036955], [-4.251382, -1.585787, -1.196373], [-4.116054, -1.542595, 1.240505], [-2.633247, 0.534861, -0.081587]],
  "forces_ev_per_a": [[-0.8, 1.8, -2.3], [0.0, 0.1, -0.1], [0.1, 0.1, 0.1], [0.2, -0.8, 0.1], [0.4, 0.1, 0.0], [-0.1, 0.0, -0.1], [-0.2, 0.1, 0.5], [0.1, -0.2, -0.2], [-0.1, 0.1, 0.1], [-0.1, 0.2, 0.0], [0.2, -0.1, -0.1], [0.0, -0.8, 0.3], [0.0, 0.0, 0.0], [0.0, 0.0, -0.1], [0.0, 0.0, 0.0], [0.0, 0.0, 0.0], [0.0, 0.0, 0.0], [0.0, 0.0, 0.0], [0.1, 0.0, 0.0], [-0.1, -0.2, 0.0], [0.0, 0.2, 0.1], [0.4, -0.2, 0.5], [-0.3, 0.1, 0.1], [0.1, -0.2, -0.1], [0.1, 0.1, 0.0], [0.0, 0.0, 0.0], [0.0, 0.0, 0.0], [0.0, 0.0, 0.0], [0.0, 0.0, 0.0], [0.0, 0.0, 0.0], [0.0, 0.0, 0.0], [0.0, 0.0, 0.0], [0.0, 0.0, 0.0], [0.2, 0.0, -0.1], [-0.1, -0.1, 0.2], [0.1, 0.0, 0.0], [-0.4, 0.3, 0.0], [0.0, 0.0, 0.0], [0.0, 0.0, 0.0], [0.0, 0.0, 0.0], [0.0, 0.0, 0.0], [0.1, 0.1, 0.0], [0.0, -0.1, 0.1], [0.0, 0.0, 0.0], [-0.1, 0.0, 0.1], [0.5, -0.2, -0.3], [0.1, -0.2, 0.1], [-0.2, 0.3, 0.0], [-0.1, -0.1, 0.1], [0.0, 0.0, 0.0], [0.0, 0.0, 0.0], [0.0, 0.0, 0.0], [0.1, 0.3, 0.2], [-0.1, -0.2, 0.0], [-0.1, 0.0, 0.0], [0.0, 0.0, 0.0], [0.0, 0.1, 0.0], [0.0, 0.0, 0.0], [0.0, 0.0, 0.1], [0.0, 0.0, 0.0], [0.0, 0.0, 0.0], [0.0, 0.0, 0.0], [0.0, 0.0, 0.0], [0.0, 0.0, 0.0], [0.0, 0.0, 0.0], [0.0, 0.0, 0.0], [0.0, 0.0, 0.0], [0.0, 0.0, 0.0], [0.0, 0.0, 0.0], [0.0, 0.0, 0.0], [0.0, 0.0, 0.0], [0.0, -0.1, 0.0], [0.0, 0.0, 0.0], [0.1, 0.0, 0.0], [0.0, 0.0, 0.0], [0.0, 0.0, 0.0], [0.0, 0.0, 0.0], [0.0, 0.0, 0.0], [0.0, 0.0, 0.0], [0.0, 0.0, 0.0], [0.0, 0.0, 0.0], [0.0, 0.0, 0.0], [0.0, 0.0, 0.0], [0.0, 0.0, 0.0], [0.0, 0.0, 0.0], [0.0, 0.0, 0.0], [0.0, 0.1, 0.1], [-0.1, 0.2, -0.1], [0.0, 0.0, 0.0], [0.0, 0.0, 0.0], [0.7, -0.5, 0.6], [0.0, 0.1, -0.1], [-0.1, 0.0, 0.0], [0.0, 0.0, 0.0], [0.0, 0.0, 0.0], [0.0, -0.1, 0.0], [-0.1, 0.0, 0.0], [0.0, 0.1, -0.3], [0.0, 0.0, 0.0], [0.0, 0.0, 0.0], [0.0, 0.0, 0.0], [0.0, 0.0, 0.0], [0.0, 0.0, -0.1], [0.0, 0.0, 0.0], [0.0, 0.0, 0.0], [0.0, 0.0, 0.0], [0.0, 0.0, 0.0], [0.0, 0.0, 0.0], [0.0, 0.0, 0.0], [0.0, 0.0, 0.0], [0.0, 0.0, 0.0], [0.0, 0.0, 0.0], [0.0, 0.0, 0.0], [0.0, 0.0, 0.0], [0.0, 0.0, 0.0], [0.0, 0.0, 0.0], [0.0, 0.0, 0.0], [0.0, 0.0, 0.0], [0.1, 0.2, 0.0], [-0.2, -0.1, 0.1], [0.1, -0.1, -0.2], [0.2, -0.1, 0.0], [-0.3, 0.5, 0.2], [-0.1, 0.2, -0.2], [0.2, -0.2, 0.0], [0.0, -0.1, 0.2], [-0.1, -0.2, 0.0], [0.4, -0.4, 0.2], [0.0, -0.1, -0.1], [-0.2, 0.1, -0.1], [0.0, 0.1, -0.3], [-0.1, 0.0, 0.0], [0.0, 0.0, 0.0], [0.0, 0.0, 0.1], [0.0, 0.0, 0.0], [0.0, 0.0, 0.0], [0.0, 0.0, 0.0], [0.0, 0.0, 0.0], [0.0, 0.0, 0.0], [-0.1, 0.0, 0.0], [0.0, 0.0, 0.0], [0.0, 0.0, 0.0], [0.0, 0.0, 0.0], [0.1, 0.0, 0.0], [0.0, 0.0, 0.0], [0.0, 0.0, 0.0], [0.0, 0.0, -0.1], [0.0, 0.1, 0.0], [0.0, 0.0, 0.0], [0.0, 0.0, 0.0], [0.0, 0.0, 0.1], [0.0, 0.0, 0.0], [0.0, -0.1, 0.1], [0.0, 0.0, 0.0], [0.0, 0.0, 0.0], [0.0, 0.0, 0.1], [0.0, 0.0, 0.0], [0.0, 0.0, 0.0], [-0.6, 0.1, 0.2], [-0.5, 0.2, 0.5], [0.0, -0.2, 0.0], [0.1, -0.1, -0.1], [0.4, -0.5, 0.1]],
  "multiplicity": 2,
  "total_charge": -2,
  "homo_ha": [-0.0432, -0.0443],
  "lumo_energy_ev": [3.47, 3.47],
  "orbital_gap_ev": [4.65, 4.67]
}

{
  "formula": "C2HBrF2S",
  "method": "ωB97M-V with the def2-TZVPD basis set",
  "species": ["C", "C", "F", "F", "S", "Br", "H"],
  "coordinates": [[-0.272997, -0.588935, 0.000464], [-1.598834, -0.402599, 0.773101], [1.077255, -1.687374, 0.020598], [-1.947832, -1.330662, 1.708621], [-1.686092, -1.105370, -0.897363], [-2.120777, 1.354883, 1.352675], [0.407283, 0.257630, -0.296508]],
  "forces_ev_per_a": [[2.5, -0.5, -0.8], [1.5, -1.6, 0.0], [-3.6, 2.0, 0.7], [0.4, 0.7, -0.2], [0.4, 0.9, 0.3], [0.1, -0.6, -0.4], [-1.2, -0.9, 0.4]],
  "homo_ha": -0.3907,
  "lumo_energy_ev": -0.64,
  "orbital_gap_ev": 9.99
}

{
  "formula": "C25H24Cl5GeN2O3SeSn",
  "method": "ωB97M-V with the def2-TZVPD basis set",
  "species": ["Sn", "O", "C", "C", "C", "C", "C", "C", "C", "O", "N", "N", "C", "C", "C", "C", "C", "C", "C", "O", "H", "H", "H", "H", "H", "H", "H", "H", "H", "H", "Cl", "C", "C", "C", "Cl", "C", "Cl", "C", "Cl", "C", "Cl", "C", "Ge", "C", "C", "C", "Se", "C", "H", "H", "H", "H", "H", "H", "H", "H", "H", "H", "H", "H", "H", "H"],
  "coordinates": [[0.194564, 0.040644, 0.200820], [3.259450, 0.022015, -3.392947], [4.324150, -0.385165, -2.680491], [5.468709, -0.759859, -3.384988], [6.595326, -1.177660, -2.713726], [6.612585, -1.241990, -1.319040], [5.492517, -0.882750, -0.611177], [4.332583, -0.441655, -1.269067], [3.153120, -0.077179, -0.496662], [2.029575, 0.187170, -1.086098], [3.244111, -0.103984, 0.818055], [2.155779, 0.293972, 1.461124], [2.187646, 0.454749, 2.744590], [1.098564, 0.881551, 3.556381], [1.282266, 0.866613, 4.950028], [0.285813, 1.254831, 5.809938], [-0.936191, 1.696320, 5.290608], [-1.145442, 1.730055, 3.933470], [-0.131894, 1.359951, 3.024559], [-0.331162, 1.546377, 1.741065], [2.534377, 0.228066, -2.782576], [5.430274, -0.721104, -4.465036], [7.475424, -1.456744, -3.277039], [7.498758, -1.582756, -0.802944], [5.468459, -0.939331, 0.466643], [3.155373, 0.322414, 3.226305], [2.228547, 0.514458, 5.342194], [0.440036, 1.220601, 6.878897], [-1.719410, 2.009536, 5.967888], [-2.084255, 2.084577, 3.528059], [-0.778544, -2.068852, 2.191952], [-0.987483, -2.763183, 0.627495], [-0.496791, -2.062254, -0.458461], [-0.612316, -2.590095, -1.729924], [0.030367, -1.748107, -3.084522], [-1.244807, -3.820251, -1.921470], [-1.385076, -4.484690, -3.492302], [-1.772061, -4.505055, -0.822740], [-2.584790, -5.991448, -1.053528], [-1.640927, -3.978622, 0.465372], [-2.282880, -4.816567, 1.814980], [-5.391296, 0.356666, -1.756767], [-3.776879, 1.074438, -0.897770], [-3.944658, 2.959794, -0.353469], [-3.280808, 0.004547, 0.677716], [-2.404971, 0.887839, -2.378548], [-0.535261, 1.321460, -2.143955], [-0.658945, 3.223761, -1.775608], [-6.248285, 0.437275, -1.089639], [-5.252132, -0.694856, -2.006192], [-5.622008, 0.897567, -2.673507], [-4.829871, 3.069998, 0.272530], [-4.054958, 3.623265, -1.210338], [-3.086032, 3.272897, 0.240356], [-4.135561, -0.046390, 1.351982], [-2.460460, 0.469071, 1.230031], [-3.004402, -1.014596, 0.408325], [-2.740605, 1.498051, -3.219415], [-2.411199, -0.149926, -2.713388], [-1.570871, 3.442361, -1.232632], [-0.646822, 3.739942, -2.732760], [0.211696, 3.512255, -1.192646]],
  "forces_ev_per_a": [[1.9, 0.5, 0.2], [-0.1, 0.1, -0.3], [0.2, -0.1, 0.5], [-0.2, 0.0, -0.1], [0.0, 0.0, 0.1], [0.1, -0.1, 0.0], [-0.2, 0.1, 0.0], [0.1, 0.0, -0.6], [0.1, -0.4, 1.4], [-1.5, 0.2, 0.0], [1.5, -0.1, -0.4], [-2.3, -0.3, -0.3], [0.5, 0.1, -0.4], [-0.7, 0.2, 0.0], [0.0, -0.2, 0.0], [-0.1, 0.1, 0.1], [0.2, -0.2, 0.2], [0.1, 0.0, -0.5], [0.3, -0.4, 1.4], [-0.3, -1.1, -2.7], [0.0, -0.1, 0.1], [0.0, 0.0, 0.0], [0.0, 0.0, 0.0], [0.0, 0.0, 0.0], [0.1, 0.0, 0.0], [0.0, -0.1, -0.1], [0.0, 0.0, 0.0], [0.0, 0.0, 0.0], [0.0, 0.0, 0.0], [0.0, 0.0, 0.0], [0.0, 0.2, 0.3], [0.0, -0.2, -0.2], [0.2, 1.3, 0.8], [0.0, 0.0, 0.0], [0.1, 0.0, -0.1], [0.0, -0.1, 0.0], [0.0, 0.0, 0.0], [0.0, 0.0, 0.0], [0.1, 0.1, 0.0], [0.0, -0.1, 0.1], [0.1, 0.1, 0.0], [0.2, 0.1, 0.1], [0.0, 0.1, -0.1], [0.0, -0.3, -0.1], [0.1, 0.1, -0.3], [-0.5, 0.0, 0.4], [0.0, 0.0, 0.6], [0.0, 0.1, 0.1], [0.0, 0.0, 0.0], [0.0, 0.0, 0.0], [0.0, 0.0, 0.0], [0.0, 0.0, 0.0], [0.0, 0.0, 0.0], [0.0, 0.0, 0.0], [0.0, 0.0, 0.0], [0.0, 0.0, 0.1], [-0.1, 0.0, 0.0], [0.1, 0.0, 0.0], [0.1, 0.0, 0.0], [0.0, 0.0, 0.0], [0.0, -0.1, 0.0], [0.0, 0.0, 0.0]],
  "total_charge": 1,
  "homo_ha": -0.3837,
  "lumo_energy_ev": -4.86,
  "orbital_gap_ev": 5.58
}

Let's list largest force on an atom in order: 3.039, 4.189, 2.880 eV Å⁻¹.